[1]
Computed, not measured: C2HN4O4 as an isolated structure in a non-equilibrium geometry, with wB97M-V/def2-TZVPD.

## Properties
Total charge: +1
Calculated total energy in eV: -16220.2706
Energy relative to the best compared isomer or geometry (same formula, charge and spin) in kJ/mol: 419.1
Gap between HOMO and LUMO in eV: 6.378
F_max in eV Å⁻¹: 4.54
E_HOMO in eV: -13.27

Element x y z (Å)
1 O -1.5168 -0.1740 1.0744
2 O -0.0875 -1.3195 -0.7337
3 C 0.6176 1.9113 0.0564
4 N -2.6882 -0.4708 0.9604
5 C 1.9298 -0.6928 -0.2099
6 O -3.4200 -0.6178 0.0843
7 O 0.8483 3.0498 0.2703
8 N 0.6076 0.6825 -0.2472
9 N 1.1802 -1.5757 -0.4908
10 H 3.0116 -0.6875 -0.2833
11 N -0.4825 -0.1054 -0.4809

Mulliken population analysis, charges in e, atoms 1 to 8: atom 1 (O): -0.21, atom 2 (O): 0.01, atom 3 (C): 0.70, atom 4 (N): 0.73, atom 5 (C): 0.07, atom 6 (O): -0.35, atom 7 (O): -0.21, atom 8 (N): -0.08

[2]
Computed, not measured: a 2-piece molecular cluster, CH3IO2 overall in a non-equilibrium geometry, with wB97M-V/def2-TZVPD.

## Properties
Total charge: 0
Calculated total energy in eV: -13280.1827
Energy relative to the best compared isomer or geometry (same formula, charge and spin) in kJ/mol: 102.7
Gap between HOMO and LUMO in eV: 9.889
F_max in eV Å⁻¹: 5.19
E_HOMO in eV: -10.01

Element x y z (Å)
1 I 2.1000 -0.7650 0.0334
2 H -1.1869 -0.3742 -1.3923
3 O -1.3801 -1.1706 -1.0154
4 O -0.3266 0.7053 0.7643
5 H -1.5586 -0.7978 -0.0608
6 H 1.5046 1.5609 0.9980
7 C 0.8476 0.8414 0.6729

Computed Mulliken charges, given in elementary charges: atom 1 (I): 0.04, atom 2 (H): 0.28, atom 3 (O): -0.61, atom 4 (O): -0.40, atom 5 (H): 0.36, atom 6 (H): 0.45, atom 7 (C): -0.11

[3]
Computed, not measured: a 2-piece molecular cluster, C5H14N4O overall in a non-equilibrium geometry, with wB97M-V/def2-TZVPD.

## Properties
Total charge: 0
Calculated total energy in eV: -13416.6194
Energy relative to the best compared isomer or geometry (same formula, charge and spin) in kJ/mol: 383.0
Gap between HOMO and LUMO in eV: 8.685
F_max in eV Å⁻¹: 5.38
E_HOMO in eV: -7.87

Element x y z (Å)
1 H 2.7452 0.6812 1.6123
2 H -2.8891 -0.6563 -2.1934
3 N -2.6154 1.4674 0.1837
4 C 1.6193 0.4019 1.5004
5 H 0.1255 0.8819 0.3562
6 H 1.8590 1.0865 -1.2412
7 N -0.6941 -0.9860 -1.5815
8 N -1.0275 0.0240 -0.6282
9 C 2.8258 -0.1171 0.1729
10 O 0.7472 1.3123 1.0104
11 N -3.2497 -0.1380 -1.4018
12 H 0.3192 -0.9567 -1.6693
13 H 1.8003 -1.5808 2.3358
14 C 1.0222 -0.8892 2.0193
15 H 0.3916 -1.3779 1.2722
16 H -0.9454 -1.8969 -1.2006
17 H 3.5100 -0.9318 0.3901
18 H 0.3961 -0.6568 2.8841
19 H -3.5326 1.3973 0.5966
20 C -2.2478 0.4310 -0.6460
21 C 2.6131 0.3299 -1.0520
22 H -1.8855 1.7602 0.8183
23 H -4.0249 0.4698 -1.6191
24 H 3.1376 -0.0559 -1.9190

Mulliken population analysis, charges in e, atoms 1 to 8: atom 1 (H): 0.29, atom 2 (H): 0.29, atom 3 (N): -0.49, atom 4 (C): 0.15, atom 5 (H): 0.47, atom 6 (H): 0.40, atom 7 (N): -0.93, atom 8 (N): -0.02

[4]
Computed, not measured: C32H50Cl3N6OSSi2Sn as an isolated structure, with wB97M-V/def2-TZVPD.

## Properties
Total charge: +1
Calculated total energy in eV: -114970.8197
Energy relative to the best compared isomer or geometry (same formula, charge and spin) in kJ/mol: 2.3
Gap between HOMO and LUMO in eV: 7.532
F_max in eV Å⁻¹: 0.18
E_HOMO in eV: -10.59

Element x y z (Å)
1 H 4.2123 0.1862 0.1579
2 H 0.8474 -3.6597 -1.7352
3 H 0.8940 -2.2950 3.1163
4 H 2.7746 -2.0561 -0.1975
5 N 4.0760 -0.9779 -2.5411
6 H 4.2783 -1.1479 -1.5685
7 C -2.5557 -0.5898 1.3023
8 H -4.5165 0.1625 0.9857
9 H 1.0202 -0.2746 -4.0792
10 N -1.7179 0.2197 0.7570
11 C -0.0259 -0.3111 -3.7750
12 H 0.5762 3.9980 -0.9629
13 Si 1.8533 -0.2449 2.0468
14 C 5.0202 -1.3777 -3.5842
15 N -0.9161 -2.2896 0.9133
16 H 2.4447 -3.0550 1.2256
17 H 5.2458 -0.2486 -5.4533
18 N 3.7747 0.4990 -4.1359
19 O -0.0631 1.7354 -0.4401
20 H 0.2677 6.4469 -1.1939
21 H 1.9905 -2.5478 -2.5143
22 C 4.4675 -0.6101 -4.7835
23 C 4.5639 -0.3214 1.0580
24 H -3.3669 3.6450 0.6433
25 H -2.6902 -1.2978 -1.9627
26 H 0.7169 3.0594 3.4797
27 H -3.6934 6.0895 0.3911
28 C -0.4906 -3.5481 0.9139
29 C -3.8655 -0.1020 1.8221
30 C -2.5806 4.2677 0.2389
31 H -3.7059 0.8132 2.3901
32 H 2.3397 1.1478 -5.5275
33 H -0.6177 -0.6945 -4.6112
34 C 3.4774 -1.1919 1.6972
35 C 0.6463 2.0167 3.1554
36 H -4.3675 -0.8335 2.4466
37 C -0.3523 4.4664 -0.6641
38 C 3.4936 0.2130 -2.8547
39 C 3.1527 1.5468 -4.9149
40 H -2.2851 -2.4963 -3.1914
41 Sn 0.2928 -0.3254 -0.0644
42 Cl -2.6191 4.6988 -3.5107
43 H 0.7720 -3.3902 -3.4729
44 H 0.3003 1.4306 4.0092
45 H -3.9904 -2.7870 2.1577
46 N -2.6508 1.2874 -2.4116
47 H 6.0338 -1.0506 -3.3392
48 S 2.5825 1.1576 -1.8100
49 H 1.3131 -1.0793 4.3200
50 H 3.8981 2.0015 -5.5662
51 Cl -4.3155 2.9686 -5.1109
52 H 4.0804 -2.9578 0.5914
53 C 2.5212 2.5162 1.5811
54 H 4.2405 -0.9788 3.7468
55 H -0.1611 -0.9021 3.3687
56 C -1.1507 2.2272 0.0318
57 C -2.9938 -3.0168 1.8153
58 H 2.6982 0.8864 4.6431
59 H 0.5118 -3.7155 0.5396
60 H -0.1223 1.9701 2.3810
61 C -2.1501 -2.0110 1.3571
62 H 5.0188 -2.4546 -3.7355
63 H 2.6022 3.5197 2.0114
64 C -1.2668 -4.6044 1.3579
65 C -0.5310 5.8350 -0.7956
66 C -1.3741 3.6804 -0.1384
67 C -2.5443 -4.3267 1.8142
68 C 4.0212 -1.7606 3.0189
69 H 5.4280 -0.9470 0.8029
70 H -2.0999 -2.9058 -1.4860
71 H -3.1889 -5.1218 2.1640
72 H 1.8349 2.5698 0.7359
73 H 3.3266 -2.4647 3.4796
74 H -1.8682 7.4879 -0.5134
75 C 3.1704 -2.3749 0.7722
76 Si -0.2371 -1.4687 -2.3263
77 H 3.5042 2.2404 1.1973
78 C -3.7932 3.3833 -3.4730
79 C 0.8813 -1.2241 3.3268
80 C -1.9956 -2.0998 -2.2141
81 H -0.3534 0.7028 -3.5527
82 H 4.0153 1.3269 3.5456
83 H 3.0143 2.5784 4.2717
84 H 4.9226 0.4468 1.7441
85 C -2.7566 5.6337 0.0988
86 H -0.8771 -5.6120 1.3404
87 H 3.7571 -1.2103 -5.3625
88 C 2.9952 1.5709 3.8448
89 C -3.1528 2.2059 -2.8782
90 Cl -5.1879 3.8249 -2.4777
91 C -1.7306 6.4190 -0.4125
92 N -2.0709 1.5342 0.6725
93 C 2.0194 1.5469 2.6563
94 H 4.9549 -2.2980 2.8250
95 H 2.7542 2.2975 -4.2387
96 C 0.9581 -2.9011 -2.5118

Mulliken population analysis, charges in e, atoms 1 to 8: atom 1 (H): 0.16, atom 2 (H): 0.25, atom 3 (H): 0.32, atom 4 (H): 0.15, atom 5 (N): -0.04, atom 6 (H): 0.03, atom 7 (C): 0.39, atom 8 (H): 0.26

[5]
Computed, not measured: a 2-piece molecular cluster, CH3FO2 overall in a non-equilibrium geometry, with wB97M-V/def2-TZVPD.

## Properties
Total charge: 0
Calculated total energy in eV: -7892.9420
Energy relative to the best compared isomer or geometry (same formula, charge and spin) in kJ/mol: 512.8
Gap between HOMO and LUMO (spin up / spin down) in eV: 9.825 / 9.827
F_max in eV Å⁻¹: 5.09
E_HOMO (spin up / spin down) in eV: -10.28 / -10.28

Element x y z (Å)
1 H -0.1246 0.9619 0.0288
2 O 0.4435 -1.4566 -0.1364
3 F 1.6851 0.7267 -0.0301
4 H 1.6704 -0.1900 -0.1010
5 C -0.9677 0.2108 0.1315
6 H -1.9587 0.7227 0.1263
7 O -0.7481 -0.9753 -0.0191

Computed Mulliken charges, given in elementary charges: atom 1 (H): 0.28, atom 2 (O): -0.59, atom 3 (F): -0.45, atom 4 (H): 0.45, atom 5 (C): -0.06, atom 6 (H): 0.26, atom 7 (O): 0.11

[6]
Computed, not measured: a 2-piece molecular cluster, CH4O2S overall, with wB97M-V/def2-TZVPD.

## Properties
Total charge: 0
Calculated total energy in eV: -16031.8538
Energy relative to the best compared isomer or geometry (same formula, charge and spin) in kJ/mol: 21.4
Gap between HOMO and LUMO in eV: 10.526
F_max in eV Å⁻¹: 0.93
E_HOMO in eV: -9.70

Element x y z (Å)
1 H 3.1617 2.0990 0.9650
2 H -3.9011 -2.1213 -0.5330
3 H 2.9260 -0.3482 -0.4020
4 O 1.4766 0.7469 0.3832
5 O 3.6313 1.2983 0.6474
6 S -4.5623 -1.1406 -1.1828
7 H -5.3653 -1.0285 -0.1098
8 C 2.6331 0.4943 0.2321

Computed Mulliken charges, given in elementary charges: atom 1 (H): 0.33, atom 2 (H): 0.14, atom 3 (H): 0.32, atom 4 (O): -0.47, atom 5 (O): -0.41, atom 6 (S): -0.29, atom 7 (H): 0.14, atom 8 (C): 0.22

[7]
Computed, not measured: C55H51AsF2N2O7W as an isolated structure, with wB97M-V/def2-TZVPD.

## Properties
Total charge: +2
Calculated total energy in eV: -143262.2949
Energy relative to the best compared isomer or geometry (same formula, charge and spin) in kJ/mol: 87.0
Gap between HOMO and LUMO (spin up / spin down) in eV: 5.812 / 6.965
F_max in eV Å⁻¹: 0.77
E_HOMO (spin up / spin down) in eV: -11.48 / -12.70
Spin multiplicity: 3

Element x y z (Å)
1 N -0.4820 0.9631 -3.3187
2 H -0.5208 -1.5458 -3.3311
3 H 0.0585 -2.2467 7.5806
4 H 0.9986 4.6546 0.6224
5 C -1.0852 -3.1111 -1.9835
6 O 2.1716 -1.6187 -2.2000
7 C -2.2390 0.6342 -4.8985
8 H 4.2489 0.7415 1.3621
9 C 0.9462 -3.0583 0.3048
10 H -1.6833 -4.8654 -0.8633
11 C 1.3835 0.4949 5.1954
12 N -0.4899 -0.0455 3.6556
13 H 3.4054 -5.1753 -0.6436
14 H -3.4500 -4.3541 2.9815
15 H -2.0415 -5.1317 -5.1090
16 H -5.0031 2.5793 -1.1766
17 H 1.2042 -1.9397 -3.9643
18 C 2.2251 -1.8895 -3.5880
19 H 2.6170 1.3589 1.6727
20 H 3.0570 -2.0721 0.2972
21 C 1.9024 1.7378 -2.4159
22 H -2.9629 -3.0064 5.7808
23 H 4.7622 2.8738 -4.8173
24 H -1.7237 7.1075 -3.4915
25 C -1.3845 1.0583 -5.9145
26 C 0.3625 1.3790 -4.2956
27 C -3.2428 -3.4282 2.4622
28 C -0.0876 1.4238 -5.6196
29 H -2.5431 -0.1496 0.5342
30 C 2.7538 2.1406 -4.6400
31 C 2.0608 0.1998 6.3670
32 H 4.5027 -1.0724 0.1109
33 C -2.8579 2.5965 -0.9295
34 H 2.7578 -1.0957 -4.1222
35 C -2.0138 -2.7333 6.2293
36 C -0.0316 2.9531 3.9574
37 C 3.4576 -1.1829 -0.2036
38 As -0.5495 -2.1480 -0.4348
39 C 0.4202 -1.4836 6.9084
40 C 4.1064 2.6103 -2.7768
41 C -3.5353 4.7943 -1.8489
42 H -4.8690 -2.3658 3.3698
43 H 3.3045 2.2376 -0.8459
44 C 3.9666 2.5731 -4.1521
45 H -2.2937 -6.1383 -2.8688
46 H -4.3541 1.3176 -0.1157
47 H 2.1037 -1.0109 8.1335
48 C 1.7277 -3.8495 -0.5338
49 C -2.1780 -3.3620 1.5774
50 H 3.0698 -0.2708 2.2281
51 C -3.7752 -1.1254 2.0066
52 C 1.6970 1.7478 -3.8167
53 H 0.8129 5.9661 2.7096
54 C -0.9488 5.2738 -2.7498
55 H -1.1644 -2.8344 -5.3488
56 O 0.5974 2.1067 0.4637
57 H 1.7731 1.2506 4.5297
58 H -1.5425 -4.2294 1.4432
59 H 3.9095 -5.0251 1.7674
60 H 0.1366 4.8843 4.8331
61 H -4.3955 -0.2562 2.1838
62 H 2.5253 -3.6085 3.2449
63 H 0.0624 5.4445 -3.0929
64 C 3.1900 0.4695 1.4261
65 H -2.3562 0.2817 -2.7837
66 O -2.0217 1.6751 -0.7333
67 H -1.3938 -3.6214 6.3575
68 H -1.7316 1.1008 -6.9382
69 C 0.4329 2.8091 1.5560
70 F 5.2667 3.0495 -2.2713
71 O -0.2014 3.2560 -1.8692
72 H -1.0966 -0.8406 3.4689
73 C 1.2247 -2.9732 1.6662
74 H 2.7268 -2.8429 -3.7860
75 F 2.6209 2.1045 -5.9798
76 C 0.7012 4.1908 1.5536
77 O 2.7180 -0.0306 0.1890
78 C 3.1127 2.2015 -1.9086
79 C -1.9315 -2.1769 0.8848
80 C -0.9309 -2.5417 -3.2386
81 W 0.1371 1.3997 -1.2900
82 C -1.7727 -4.5614 -4.2303
83 H -2.1920 -2.2585 7.1942
84 H 1.5122 -3.9050 -1.5930
85 C 0.2227 -0.1946 4.8830
86 H -4.0283 6.6962 -2.6734
87 C 3.4718 -1.3640 -1.6964
88 C -1.9150 -5.1306 -2.9695
89 C -1.7472 0.6097 -3.6177
90 C -0.2656 -1.1920 5.7380
91 C -1.2812 -3.2723 -4.3662
92 C -2.7306 -1.0582 1.0932
93 C 0.6012 4.9048 2.7199
94 C 2.3002 -3.6741 2.1887
95 C 3.0788 -4.4678 1.3555
96 C -1.2171 4.0750 -2.0677
97 C 0.2273 4.2924 3.9343
98 H 2.9644 0.7396 6.6108
99 H 0.5762 1.7524 -6.3999
100 H -0.7579 0.4946 1.7314
101 O -0.2355 -0.5385 -0.8205
102 C -0.3855 0.8388 2.6925
103 H 4.1311 -2.2148 -1.9207
104 C -4.0380 -2.3104 2.6794
105 C -2.5345 3.8204 -1.6175
106 H -4.4489 3.0047 0.4362
107 H -3.2587 0.3369 -5.0937
108 H 3.8948 -0.4747 -2.1764
109 C -3.2549 5.9610 -2.5062
110 C -1.5704 -4.4090 -1.8390
111 C -4.2532 2.3561 -0.4204
112 O -1.4014 -1.8130 5.3246
113 C 2.7940 -4.5569 -0.0006
114 C 0.0567 2.1819 2.7692
115 C 1.5770 -0.7822 7.2175
116 H 0.6154 -2.3618 2.3213
117 C -1.9483 6.1908 -2.9616
118 H -4.5427 4.6213 -1.4997
119 H -0.3518 2.4793 4.8754

Mulliken population analysis, charges in e, atoms 1 to 8: atom 1 (N): 0.42, atom 2 (H): -0.91, atom 3 (H): 0.51, atom 4 (H): 0.62, atom 5 (C): 0.35, atom 6 (O): 0.77, atom 7 (C): -1.20, atom 8 (H): 0.46

[8]
Computed, not measured: one molecule with the formula C5H9N, with wB97M-V/def2-TZVPD.

## Properties
Total charge: 0
Calculated total energy in eV: -6819.2091
Energy relative to the best compared isomer or geometry (same formula, charge and spin) in kJ/mol: 172.3
Gap between HOMO and LUMO in eV: 10.468
F_max in eV Å⁻¹: 0.46
E_HOMO in eV: -9.43

Element x y z (Å)
1 H -0.5059 -1.5422 0.1421
2 H -1.8030 -0.3389 0.1036
3 H 0.0242 1.4638 0.3115
4 N 1.5448 0.1093 0.5012
5 C -0.3024 0.3958 2.1575
6 H 2.1153 0.7613 1.0477
7 C 0.1328 0.4422 0.6954
8 C -0.7419 -0.5087 -0.1446
9 C -0.3694 -0.2070 -2.7614
10 C -0.5318 -0.3510 -1.5818
11 H -1.3425 0.7373 2.2714
12 H 0.3394 1.0350 2.7887
13 H -0.2222 -0.0627 -3.8066
14 H -0.2579 -0.6280 2.5596
15 H 1.7155 -0.8185 0.8837

Mulliken population analysis, charges in e, atoms 1 to 8: atom 1 (H): 0.33, atom 2 (H): 0.30, atom 3 (H): 0.31, atom 4 (N): -0.64, atom 5 (C): -1.35, atom 6 (H): 0.26, atom 7 (C): 0.25, atom 8 (C): -0.92